9
Properties=species:S:1:pos:R:3:forces:R:3 method="wB97M-V/def2-TZVPD" molar_mass_g_mol=124.58 homo_lumo_gap_ha=0.2932 e_lumo_ev=-7.065 charge=+1 e_homo_ev=-15.04
H 2.940249 -1.629700 0.325575 -2.12 0.24 1.22
N 1.914321 -1.592694 0.709983 3.89 -3.24 -0.59
N 1.390891 -0.554645 0.610053 -0.15 4.88 -1.05
Cl 2.399368 1.031756 -0.072168 -0.91 -1.52 0.71
N 0.153752 -0.310736 0.615794 -1.35 -0.19 -1.06
C -0.871263 0.204629 1.167754 -0.92 -0.90 1.52
S -2.413311 -0.174349 0.471458 3.28 -1.82 -3.46
H -0.926122 0.573162 2.203887 0.52 0.38 -0.43
H -3.178750 0.366012 1.256536 -2.24 2.17 3.13